[1]
ORCA calculation (wB97M-V/def2-TZVPD) on an isolated molecule of C7H8OS in a non-equilibrium geometry.

As for the charge: 0. The calculation puts the HOMO energy at -8.305 eV. As for the frontier orbital gap: 0.326 Eh. Its spin multiplicity is 1. As for the LUMO energy: 0.575 eV. Its SMILES is CC1=CC=C[C@]2(O)S[C@H]12.

The geometry in XYZ format:
```
17
C7H8OS (wB97M-V/def2-TZVPD)
C -2.1858 0.8621 0.8600
C -0.8453 0.2983 0.5565
C 0.0102 -0.2127 1.4535
C 1.2943 -0.7387 1.0925
C 1.7191 -0.8030 -0.1809
C 0.9231 -0.2764 -1.2829
O 1.0285 -0.8716 -2.5087
S 0.8988 1.6014 -1.3269
C -0.3733 0.3654 -0.9641
H -2.0834 1.9187 1.1152
H -2.6369 0.3503 1.7079
H -2.8435 0.7913 -0.0015
H -0.2762 -0.2700 2.4945
H 1.9218 -1.1199 1.8851
H 2.6663 -1.2560 -0.4334
H 1.9536 -0.9589 -2.7712
H -1.1713 0.3198 -1.6955
```



[2]
ORCA calculation (wB97M-V/def2-TZVPD) on a structure of composition C7H9Br2FO in a non-equilibrium geometry.

As for the charge: 0. The calculation puts the HOMO energy at -10.250 eV. As for the frontier orbital gap: 0.371 Eh. Its spin multiplicity is 1. As for the LUMO energy: -0.145 eV.

The geometry in XYZ format:
```
20
C7H9Br2FO (wB97M-V/def2-TZVPD)
C 0.8629 -0.7683 0.1383
C 0.4119 -1.8483 -0.2236
C -0.3366 1.4977 -1.0002
C -1.2222 0.9805 1.2571
C 1.3039 0.5431 0.6247
C -0.0023 1.3938 0.5049
C -0.2031 -3.0823 -0.7339
O 2.2669 1.0851 -0.2221
F 0.6743 -4.1185 -0.8448
Br -1.6840 -3.7185 0.5236
Br -1.0660 -2.7385 -2.5016
H -1.0175 0.6287 -1.1616
H 0.4664 1.5939 -1.6594
H -0.8948 2.4949 -1.0897
H -1.6644 -0.0033 0.9463
H -1.9621 1.5760 0.9816
H -1.0379 0.9147 2.2588
H 1.7344 0.4937 1.6298
H 0.3121 2.4395 0.8916
H 3.0580 0.6361 -0.3199
```



[3]
ORCA calculation (wB97M-V/def2-TZVPD) on an isolated molecule of C7H9BrF3NOS in a non-equilibrium geometry.

As for the charge: 0. The calculation puts the HOMO energy (alpha / beta) at -8.838 / -8.838 eV. As for the frontier orbital gap (alpha / beta): 0.310 / 0.310 Eh. Its spin multiplicity is 1. As for the LUMO energy (alpha / beta): -0.414 / -0.415 eV.

The geometry in XYZ format:
```
23
C7H9BrF3NOS (wB97M-V/def2-TZVPD)
C -0.0314 -0.3526 0.3604
C -1.0480 -1.0019 -0.6674
C 2.6768 -0.9382 -0.5462
C 0.3148 -1.1791 1.4883
C -1.2122 -0.4279 -1.9595
C 1.0918 1.9387 1.2704
C 4.0090 -1.4935 0.0493
N 2.5106 0.2603 -0.0283
O 2.0313 -1.5847 -1.3632
F 4.2671 -1.1998 1.3447
F 4.0445 -2.8141 -0.1223
F 5.0739 -1.0136 -0.6717
S 0.9743 0.9550 -0.2270
Br -2.0200 -2.4313 -0.0369
H 0.6998 -2.1419 1.0965
H 1.1360 -0.5838 2.1081
H -0.5535 -1.2769 2.0311
H -0.7834 -1.1607 -2.6555
H -2.2393 -0.3280 -2.2137
H -0.5468 0.4413 -2.1215
H 0.1182 2.3014 1.6626
H 1.7811 2.7974 0.9442
H 1.4739 1.4512 2.2089
```



[4]
ORCA calculation (wB97M-V/def2-TZVPD) on a cluster of 3 separate species, C7H9Cl3N in total in a non-equilibrium geometry.

As for the charge: -1. The calculation puts the HOMO energy at -3.705 eV. As for the frontier orbital gap: 0.235 Eh. Its spin multiplicity is 1. As for the LUMO energy: 2.691 eV.

The geometry in XYZ format:
```
20
C7H9Cl3N (wB97M-V/def2-TZVPD)
Cl -1.6480 -15.5123 -3.5546
Cl 2.1884 -21.0333 -6.4493
C 1.2995 -19.5211 -6.1464
C 2.1232 -18.3012 -6.6776
Cl 3.5852 -18.1125 -5.7022
H 1.0885 -19.5157 -5.0770
H 0.3147 -19.6193 -6.6032
H 1.6931 -17.3096 -6.5367
H 2.3440 -18.4779 -7.7303
N -4.0038 -13.7637 -11.8561
C -2.6807 -13.8045 -11.5089
C -2.2197 -14.6109 -10.4648
C -3.0745 -15.4163 -9.7404
C -4.4664 -15.3581 -10.0703
C -4.9243 -14.4733 -11.1180
H -2.0843 -13.1984 -12.1749
H -1.1542 -14.5618 -10.2955
H -2.7178 -15.9978 -8.9031
H -5.2287 -15.8828 -9.5137
H -5.9773 -14.3737 -11.3362
```



Computed relative energy (zero: lowest compared OMol25 entry of this formula, charge and spin), in the same sequence as the records: 0.0, 0.0, 75.4, 22.5 kcal per mole.